# C44H119N7O19

A 12-piece molecular cluster, C44H119N7O19 overall (ωB97M-V with the def2-TZVPD basis set, the OMol25 dataset).

Atoms and positions in Å:
O (-4.430, 3.982, -3.602)
O (-2.290, 6.119, 3.139)
O (0.876, 4.139, -3.406)
O (3.700, -1.318, 0.311)
O (2.332, -2.877, 3.229)
O (-2.729, 4.497, 0.762)
O (2.413, 3.717, 1.610)
O (-5.587, -0.756, -3.756)
O (5.050, 3.558, -2.951)
O (-2.529, 1.613, -0.044)
O (4.192, 1.078, 5.382)
O (-8.762, -0.711, -4.122)
O (1.330, -7.114, 3.172)
O (-1.338, -3.297, 1.689)
O (0.117, 8.724, -0.163)
O (-4.985, -4.724, -2.148)
O (8.457, -1.313, 1.929)
O (-2.249, -1.898, -3.234)
O (0.596, 3.410, 3.839)
N (5.905, 0.068, 1.595)
N (-2.256, -4.599, -2.377)
N (-7.350, 1.807, -3.750)
N (3.725, -1.839, 5.515)
N (-0.890, -5.214, 3.784)
N (2.532, 1.849, -2.982)
N (-0.244, 3.480, -0.460)
C (0.567, -7.080, 4.353)
C (3.670, 0.080, 0.636)
C (-5.789, -1.476, -2.535)
C (3.779, 1.733, -3.753)
C (-8.523, 1.636, -4.593)
C (3.814, 3.619, 1.703)
C (-1.078, -3.718, -2.271)
C (2.010, 4.249, 0.353)
C (4.748, 2.367, 5.536)
C (3.711, -0.936, 6.658)
C (2.238, -3.664, 2.065)
C (5.957, 4.132, -2.041)
C (2.695, -7.397, 3.448)
C (-6.201, -5.349, -2.524)
C (-6.330, 2.677, -4.368)
C (4.491, 0.241, 1.898)
C (-4.192, -5.556, -1.315)
C (4.657, 0.219, 6.405)
C (-2.203, -3.378, 2.807)
C (-2.253, -0.826, -4.140)
C (1.382, 1.854, -3.872)
C (0.541, 5.428, -3.852)
C (8.694, -2.315, 2.902)
C (-5.239, 2.856, -3.327)
C (2.715, -2.892, 5.583)
C (-2.227, -4.791, 3.353)
C (0.501, 4.479, 0.280)
C (8.165, -0.047, 2.516)
C (-0.166, 2.150, 0.103)
C (-0.878, -6.637, 4.080)
C (-9.610, -1.799, -3.838)
C (-0.269, 8.408, -1.495)
C (6.695, 0.113, 2.840)
C (-9.423, 0.540, -4.035)
C (2.858, -1.589, -0.783)
C (-2.876, -4.857, -1.070)
C (-3.223, 3.964, -2.867)
C (-1.243, 1.205, -0.460)
C (1.111, 3.233, -4.478)
C (-1.161, -1.999, 1.193)
C (-1.026, -2.652, -3.330)
C (-3.575, 0.952, -0.743)
C (2.720, -3.694, 4.308)
C (4.987, 2.155, -2.957)
H (-0.379, 2.160, 1.175)
H (-0.173, -1.998, -3.129)
H (-2.558, 3.117, -3.071)
H (-0.383, 5.353, -4.445)
H (-3.160, -0.245, -3.953)
H (-3.042, -3.916, -0.535)
H (-2.208, -5.563, -0.572)
H (5.975, -0.921, 1.351)
H (9.616, -2.067, 3.442)
H (-1.467, -6.862, 4.970)
H (-9.100, 2.561, -4.559)
H (-3.544, 3.968, -1.815)
H (2.633, 0.383, 0.822)
H (2.809, -8.447, 3.724)
H (-4.830, -1.894, -2.213)
H (4.284, 1.252, 2.267)
H (4.120, -0.463, 2.652)
H (-10.355, -1.919, -4.633)
H (1.554, -4.515, 2.083)
H (2.136, -4.617, 4.397)
H (3.038, -6.711, 4.229)
H (-1.006, -3.050, -4.347)
H (5.662, -0.146, 6.162)
H (-3.969, -6.476, -1.871)
H (2.530, 2.745, -2.500)
H (-5.316, -1.409, -4.410)
H (-2.197, 5.476, 2.412)
H (-2.091, -1.565, 0.811)
H (5.694, 3.977, -0.996)
H (-3.201, -3.001, 2.562)
H (-6.849, 0.925, -3.666)
H (1.800, -1.516, -0.500)
H (0.857, 2.550, 4.184)
H (3.103, -0.880, -1.585)
H (-6.686, -4.677, -3.232)
H (3.848, 0.688, -4.065)
H (4.019, -1.444, 7.575)
H (6.417, -0.727, 3.492)
H (6.568, 1.057, 3.370)
H (2.544, 5.178, 0.121)
H (6.063, 5.182, -2.298)
H (-0.218, -4.394, -2.362)
H (0.048, 4.598, 1.269)
H (-5.982, -6.262, -3.082)
H (-4.602, 1.964, -3.269)
H (-3.097, 3.695, 1.145)
H (4.852, 0.750, 7.346)
H (3.494, -1.361, 4.648)
H (0.587, -8.027, 4.901)
H (-6.716, 3.679, -4.571)
H (-8.948, -2.658, -3.751)
H (-0.130, 3.531, -1.463)
H (-5.943, 2.238, -5.292)
H (0.195, 3.207, -5.081)
H (0.454, 1.555, -3.380)
H (-2.760, 4.936, -3.037)
H (-0.249, -5.014, 3.024)
H (0.999, 3.454, 2.956)
H (1.909, 3.604, -5.128)
H (-1.168, 1.307, -1.554)
H (3.743, -4.085, 4.176)
H (-0.732, -1.299, 1.922)
H (4.073, 3.278, 2.705)
H (-1.262, -7.290, 3.281)
H (-1.121, 0.151, -0.221)
H (7.841, -2.497, 3.559)
H (2.876, -3.486, 6.487)
H (-1.410, -0.148, -3.984)
H (-2.316, -1.092, -5.201)
H (-6.832, -5.496, -1.648)
H (-1.077, 9.099, -1.774)
H (3.258, -7.154, 2.548)
H (0.936, -6.282, 5.011)
H (-1.784, -2.722, 3.582)
H (0.601, 9.553, -0.201)
H (4.275, 2.996, 0.937)
H (4.223, 4.638, 1.670)
H (-4.335, 1.707, -0.926)
H (-0.973, -3.296, -1.268)
H (-8.260, 1.352, -5.620)
H (-0.416, -2.121, 0.408)
H (-9.741, 0.756, -3.011)
H (8.946, -3.225, 2.353)
H (-3.969, 0.172, -0.081)
H (-4.736, -5.825, -0.403)
H (5.877, 1.722, -3.433)
H (-6.177, -0.754, -1.820)
H (0.511, 8.543, -2.248)
H (2.657, -0.663, 6.819)
H (8.422, 0.661, 1.722)
H (3.210, -3.995, 1.675)
H (0.788, 1.656, -0.126)
H (4.974, 1.715, -1.953)
H (-3.286, 0.442, -1.664)
H (-1.910, 4.187, 0.299)
H (0.326, 5.473, -0.141)
H (-2.516, -5.448, 2.514)
H (4.422, 2.973, 4.690)
H (-0.717, 7.418, -1.535)
H (-2.952, -4.940, 4.153)
H (3.036, -2.595, -1.166)
H (1.295, 5.910, -4.484)
H (5.843, 2.370, 5.509)
H (3.726, 2.329, -4.673)
H (4.024, 0.634, -0.238)
H (-5.700, 3.028, -2.346)
H (-6.435, -2.351, -2.631)
H (-10.294, 0.451, -4.702)
H (1.550, 1.157, -4.696)
H (8.820, 0.183, 3.363)
H (6.946, 3.674, -2.174)
H (2.309, 3.541, -0.432)
H (-2.067, 6.967, 2.743)
H (1.704, -2.460, 5.700)
H (1.931, -3.003, 1.251)
H (-10.155, -1.687, -2.894)
H (4.380, 2.828, 6.455)
H (-2.928, -4.053, -2.912)
H (0.294, 6.043, -2.989)

As for the frontier orbital gap: 9.2555 eV. As for the SMILES: COCCNCCOC.COCCNCCOC.COCCNCCOC.COCCNCCOC.COCCNCCOC.COCCNCCOC.COCCNCCOC.CO.CO.O.O.O. Its spin multiplicity is 1. As for the energy: -96881.3192 eV. Its highest occupied orbital energy is -8.668 eV. The value obtained for the relative energy (zero: lowest compared OMol25 entry of this formula, charge and spin) is 0.0 kJ/mol. The net charge is 0.

Atomic partial charges in e from the Löwdin method, atoms 1 to 2: number 1, O, carries -0.19; number 2, O, carries -0.08